No. 1
Here is one molecule with the formula C22H26N6 from the OMol25 dataset. Energies are from wB97M-V/def2-TZVPD.

Summary:
**Energy above the lowest of the compared OMol25 structures with the same formula, charge and spin**: 0.1 kcal/mol
**HOMO-LUMO gap**: 8.160 eV
**Structure (SMILES)**: CCCc1cc(NCCCn2ccnc2)n2nc(C)c(-c3ccccc3)c2n1
**Maximum force**: 0.95 eV/Å

ORCA input file:
```
! wB97M-V def2-TZVPD RIJCOSX def2/J DEFGRID3
* xyz 0 1
C -0.8970 -3.6424 -1.3473
C -1.4502 -3.8683 0.0539
C -0.5205 -3.3073 1.1288
C -0.4502 -1.8062 1.1202
C 0.6870 -1.1626 1.6513
C 0.7358 0.2173 1.6743
N 1.6912 1.0240 2.1960
C 3.0386 0.6428 2.5196
C 4.0233 0.9125 1.3753
C 3.7305 0.0514 0.1409
N 4.6594 0.3369 -0.9167
C 4.5553 1.3375 -1.8428
C 5.6980 1.2844 -2.5865
N 6.4989 0.2845 -2.1351
C 5.8563 -0.2573 -1.1398
N -0.3370 0.8603 1.1467
N -0.4728 2.1849 1.0387
C -1.6632 2.3816 0.4760
C -2.1019 3.7712 0.1789
C -2.3226 1.1656 0.2004
C -3.6167 0.9260 -0.4192
C -3.8278 -0.2555 -1.1317
C -5.0450 -0.5068 -1.7330
C -6.0765 0.4132 -1.6361
C -5.8827 1.5811 -0.9190
C -4.6665 1.8368 -0.3129
C -1.4312 0.1775 0.6360
N -1.4771 -1.1519 0.6335
H -1.5746 -4.0493 -2.0939
H 0.0716 -4.1259 -1.4630
H -0.7767 -2.5787 -1.5369
H -1.5842 -4.9386 0.2248
H -2.4197 -3.3792 0.1451
H -0.8840 -3.6155 2.1143
H 0.4857 -3.7160 1.0078
H 1.4977 -1.7498 2.0473
H 1.5128 2.0060 2.0220
H 3.3516 1.2139 3.3989
H 3.0505 -0.4164 2.7811
H 3.9710 1.9670 1.0944
H 5.0375 0.7079 1.7229
H 2.7163 0.2453 -0.2207
H 3.8102 -1.0089 0.3985
H 3.6956 1.9734 -1.8974
H 5.9936 1.8967 -3.4141
H 6.2113 -1.0853 -0.5586
H -1.2311 4.4216 0.1460
H -2.7691 4.1378 0.9588
H -2.6253 3.8090 -0.7739
H -3.0268 -0.9742 -1.2009
H -5.1915 -1.4252 -2.2836
H -7.0274 0.2180 -2.1103
H -6.6869 2.2976 -0.8262
H -4.5434 2.7376 0.2671
*
```



No. 2
Here is one molecule with the formula C22H26O5S from the OMol25 dataset. Energies are from wB97M-V/def2-TZVPD.

Summary:
**Energy above the lowest of the compared OMol25 structures with the same formula, charge and spin**: 0.0 kcal/mol
**HOMO-LUMO gap**: 8.824 eV
**Structure (SMILES)**: C=CCOC(=O)C1=C[C@H](c2csc3ccccc23)[C@@H](CCCO)[C@H](OCC)O1
**Maximum force**: 0.74 eV/Å

ORCA input file:
```
! wB97M-V def2-TZVPD RIJCOSX def2/J DEFGRID3
* xyz 0 1
C -0.6836 -2.2406 6.9568
C -0.5050 -2.3606 5.6559
C 0.7069 -1.8681 4.9259
O 0.3438 -1.0164 3.8378
C 0.1140 -1.5991 2.6614
O 0.2319 -2.7819 2.4469
C -0.2786 -0.6110 1.6245
C -0.3079 -0.9508 0.3343
C -0.7129 -0.0052 -0.7544
C 0.3674 0.0369 -1.8053
C 1.3256 0.9812 -1.9285
S 2.4183 0.7104 -3.2434
C 1.5745 -0.7497 -3.6727
C 1.8806 -1.6071 -4.7184
C 1.0926 -2.7238 -4.9020
C 0.0154 -2.9795 -4.0546
C -0.2890 -2.1269 -3.0169
C 0.4907 -0.9876 -2.8065
C -1.1363 1.3589 -0.1772
C -2.6490 1.3934 0.0756
C -3.4692 1.5750 -1.2037
C -3.4874 3.0347 -1.6673
O -4.0309 3.9058 -0.7054
C -0.3961 1.6566 1.1369
O 0.9532 1.8580 0.8586
C 1.7349 2.2510 1.9784
C 3.1741 2.4050 1.5184
O -0.5764 0.6381 2.0954
H -1.5626 -2.6228 7.4462
H 0.0486 -1.7654 7.5887
H -1.2443 -2.8378 5.0272
H 1.2678 -2.7236 4.5259
H 1.3462 -1.2674 5.5760
H -0.0300 -1.9551 0.0577
H -1.5926 -0.4447 -1.2431
H 1.4824 1.8367 -1.3041
H 2.7178 -1.3983 -5.3662
H 1.3119 -3.4075 -5.7081
H -0.5867 -3.8614 -4.2158
H -1.1238 -2.3419 -2.3664
H -0.8660 2.1524 -0.8771
H -2.9428 0.4723 0.5833
H -2.8833 2.2265 0.7421
H -4.4987 1.2581 -1.0141
H -3.0750 0.9599 -2.0137
H -2.4714 3.3948 -1.8405
H -4.0445 3.1103 -2.6128
H -4.9278 3.6184 -0.4995
H -0.8216 2.5533 1.6219
H 1.6590 1.4931 2.7683
H 1.3445 3.2009 2.3740
H 3.5321 1.4655 1.1062
H 3.8009 2.6899 2.3586
H 3.2414 3.1690 0.7484
*
```



No. 3
Here is C22H27BGaN10O2S3 as an isolated structure from the OMol25 dataset. Energies are from wB97M-V/def2-TZVPD.

Summary:
**Energy above the lowest of the compared OMol25 structures with the same formula, charge and spin**: 1.3 kcal/mol
**HOMO-LUMO gap**: 7.441 eV
**Maximum force**: 0.70 eV/Å

ORCA input file:
```
! wB97M-V def2-TZVPD RIJCOSX def2/J DEFGRID3
* xyz 1 1
Ga 0.3383 -0.6049 0.1136
N 2.4769 2.1656 2.7008
C 2.0294 1.1463 1.9661
S 0.3487 0.7411 2.1034
N 2.9329 0.5144 1.2326
N 2.4391 -0.3826 0.3927
C 3.2140 -1.1012 -0.3319
C 2.5813 -1.9613 -1.3131
C 3.2926 -2.8598 -2.1027
C 2.6062 -3.6444 -3.0109
C 1.2249 -3.5244 -3.1055
C 0.5889 -2.6106 -2.2875
N 1.2488 -1.8378 -1.4303
H 1.8268 2.7729 3.1664
H 3.4317 2.4627 2.5762
H 4.2929 -1.0574 -0.2330
H 4.3652 -2.9374 -1.9871
H 3.1352 -4.3504 -3.6369
H 0.6506 -4.1261 -3.7949
H -0.4855 -2.4809 -2.3064
C -3.4009 -2.0172 -2.7962
N -3.3541 -2.2742 -1.3700
C -4.0258 -3.2762 -0.7013
C -3.8109 -3.0714 0.6167
N -3.0176 -1.9564 0.7661
B -2.8686 -1.1704 2.1122
N -1.6677 -1.6755 2.9940
C -1.6519 -1.4029 4.3415
C -0.4723 -1.8258 4.8510
N 0.2436 -2.3498 3.8019
C 1.5690 -2.9276 3.8825
C -0.5042 -2.2466 2.6813
S 0.0564 -2.7673 1.1266
C -2.7359 -1.4914 -0.4545
S -1.7493 -0.1457 -0.9130
H -3.9440 -2.8247 -3.2795
H -2.3967 -1.9517 -3.2102
H -3.9045 -1.0726 -2.9942
H -4.6019 -4.0235 -1.2173
H -4.1632 -3.6296 1.4656
H -3.8651 -1.3760 2.7440
H -2.6781 -0.0126 1.8603
H -2.4815 -0.9219 4.8288
H -0.0811 -1.7874 5.8521
H 2.0217 -2.6368 4.8265
H 2.1821 -2.5642 3.0611
H 1.5182 -4.0145 3.8275
O -1.7925 6.9683 -0.0374
C -0.5415 7.1138 -0.6458
N -0.1170 5.9148 -1.3545
C 0.4475 4.8869 -0.6794
O 0.7380 4.9335 0.5043
C 0.7162 3.6324 -1.4618
C 1.2386 3.5791 -2.7444
C 1.5320 2.3357 -3.2871
C 1.3201 1.2018 -2.5273
N 0.8161 1.2451 -1.2896
C 0.5040 2.4365 -0.7862
H -1.7063 6.4182 0.7480
H 0.2418 7.3501 0.0732
H -0.6349 7.9186 -1.3700
H -0.5139 5.7443 -2.2640
H 1.4281 4.4883 -3.3016
H 1.9356 2.2437 -4.2855
H 1.5616 0.2184 -2.9114
H 0.0721 2.4605 0.2052
*
```



No. 4
Here is C22H27BN4O3PdS3 as an isolated structure from the OMol25 dataset. Energies are from wB97M-V/def2-TZVPD.

Summary:
**Energy above the lowest of the compared OMol25 structures with the same formula, charge and spin**: 0.0 kcal/mol
**HOMO-LUMO gap**: 3.858 eV
**Maximum force**: 1.29 eV/Å

ORCA input file:
```
! wB97M-V def2-TZVPD RIJCOSX def2/J DEFGRID3
* xyz -2 1
Pd -0.2176 -1.9654 -0.7018
C 0.7474 -1.8458 2.2832
C -0.0464 -0.6520 1.8004
O -1.1275 -0.3715 2.3186
N 0.7241 0.3306 1.1694
C 0.0086 1.4060 0.5174
C 0.3573 1.5625 -0.9427
C -0.4930 2.2602 -1.8016
C -0.1393 2.3863 -3.1279
C 1.0582 1.8317 -3.5662
C 1.8530 1.1899 -2.6341
N 1.5197 1.0676 -1.3521
H 0.0509 -2.6331 2.5574
H 1.2951 -1.5163 3.1761
H 1.4568 -2.2155 1.5464
H 1.4867 -0.0466 0.6103
H 0.2086 2.3723 1.0054
H -1.0586 1.2072 0.6149
H -1.4395 2.6316 -1.4306
H -0.7999 2.8894 -3.8258
H 1.3624 1.8876 -4.6035
H 2.7932 0.7312 -2.9255
S 7.1642 -0.7107 -1.4054
C 5.5808 -1.1800 -1.0640
S 4.7427 -2.4270 -1.9164
C 3.2644 -2.1403 -0.9804
N 3.4397 -1.2035 -0.0937
N 4.7245 -0.6799 -0.1576
C 4.9384 0.4611 0.6636
C 6.1000 0.6080 1.4077
C 6.2473 1.7271 2.2145
C 5.2420 2.6813 2.2866
C 4.0795 2.5144 1.5456
C 3.9226 1.4060 0.7300
S 1.8715 -3.0502 -1.3218
H 6.8755 -0.1392 1.3441
H 7.1544 1.8458 2.7950
H 5.3598 3.5482 2.9262
H 3.2810 3.2435 1.6048
H 3.0236 1.2463 0.1463
C -4.3245 -1.5092 1.7773
C -4.3968 -1.7029 0.2617
C -5.6511 -2.4894 -0.0960
O -3.2515 -2.4412 -0.1385
B -2.1789 -1.5553 -0.5013
O -2.8154 -0.2623 -0.6236
C -4.2230 -0.3724 -0.5154
C -4.7933 -0.4372 -1.9349
C -4.7643 0.8591 0.1987
H -4.2784 -2.4969 2.2414
H -5.2003 -0.9802 2.1681
H -3.4127 -0.9751 2.0486
H -5.6812 -3.4055 0.4975
H -5.6523 -2.7689 -1.1488
H -6.5564 -1.9110 0.1196
H -4.4187 -1.3247 -2.4460
H -4.4416 0.4392 -2.4837
H -5.8881 -0.4460 -1.9463
H -4.2424 1.0109 1.1425
H -5.8383 0.7698 0.3941
H -4.6034 1.7408 -0.4275
*
```